[1]
A molecular structure, C21H42MnO21. Source: the Open Molecules 2025 dataset; level of theory: ωB97M-V with the def2-TZVPD basis set.

CARTESIAN COORDINATES (ANGSTROEM)
Mn (0.03681, -0.21049, 0.02345)
C (-0.54833, 0.75619, -5.44603)
O (-0.46974, 0.44402, -4.04457)
C (0.34997, 1.10861, -3.11420)
O (0.48715, 0.77805, -1.93272)
O (0.92454, 2.12523, -3.75113)
C (1.92827, 2.92785, -3.17532)
H (-1.00264, 1.72742, -5.64200)
H (-1.09197, -0.05962, -5.92249)
H (0.47496, 0.80517, -5.81826)
H (2.65789, 2.30221, -2.66118)
H (1.48220, 3.60514, -2.44704)
H (2.46053, 3.36827, -4.01843)
C (-2.55646, -0.72648, 3.91166)
O (-3.06943, -1.79102, 3.09095)
C (-2.48528, -1.93834, 1.78464)
O (-1.53756, -1.28779, 1.38821)
O (-3.09110, -2.88916, 1.07114)
C (-4.19177, -3.65145, 1.51203)
H (-2.83960, -0.83494, 4.95864)
H (-2.73488, 0.28534, 3.54768)
H (-1.46849, -0.69741, 3.85197)
H (-5.04771, -3.03454, 1.78568)
H (-3.79257, -4.26603, 2.31891)
H (-4.56794, -4.36385, 0.77781)
C (4.83421, 1.00394, -0.41206)
O (3.63892, 0.47862, -0.86147)
C (3.26722, -0.80103, -0.58140)
O (2.07834, -1.15018, -0.51586)
O (4.30322, -1.61047, -0.65175)
C (4.09181, -3.03588, -0.67948)
H (5.02221, 2.01088, -0.78467)
H (5.70987, 0.48881, -0.80697)
H (4.93569, 0.98246, 0.67299)
H (3.31034, -3.27288, -1.40144)
H (3.72283, -3.41139, 0.27496)
H (4.98589, -3.51743, -1.07550)
C (2.27083, -2.95396, 2.87159)
O (2.06463, -1.73758, 3.60910)
C (1.48087, -0.60240, 3.03070)
O (1.06167, -0.55395, 1.88418)
O (1.57972, 0.51099, 3.90249)
C (1.70003, 0.34469, 5.31777)
H (2.89896, -3.71561, 3.33357)
H (2.82792, -2.75470, 1.95615)
H (1.28784, -3.37711, 2.66475)
H (0.81187, -0.17180, 5.68178)
H (1.82403, 1.27911, 5.86510)
H (2.60356, -0.21243, 5.56547)
C (2.74435, 4.61857, 0.09913)
O (2.10150, 3.28624, 0.01233)
C (1.26426, 2.78844, 0.82130)
O (0.70175, 1.69132, 0.66383)
O (1.23202, 3.60246, 1.94040)
C (0.22283, 3.48549, 2.99800)
H (2.21043, 5.41230, 0.62166)
H (2.62981, 4.95771, -0.93041)
H (3.76452, 4.56598, 0.47939)
H (0.52833, 3.49237, 4.04428)
H (-0.46269, 2.64936, 2.86001)
H (-0.37935, 4.39384, 2.97877)
C (-4.69773, 2.47219, 1.49049)
O (-3.42577, 1.82063, 1.27086)
C (-2.84172, 1.56142, 0.03309)
O (-1.84167, 0.85192, -0.14805)
O (-3.59370, 2.04959, -0.99015)
C (-3.25827, 1.79273, -2.31273)
H (-4.79338, 2.50804, 2.57569)
H (-5.46381, 1.84137, 1.03961)
H (-4.80298, 3.42934, 0.97970)
H (-4.02962, 2.15932, -2.99003)
H (-3.14634, 0.73322, -2.54296)
H (-2.31795, 2.23860, -2.63693)
C (0.36744, -4.05371, -3.62707)
O (0.32156, -3.38027, -2.37959)
C (-0.73864, -2.64521, -2.07953)
O (-0.66695, -1.76215, -1.25574)
O (-1.84315, -3.07194, -2.65556)
C (-3.13069, -2.48050, -2.42042)
H (-0.57502, -4.52315, -3.90905)
H (0.99324, -4.94113, -3.53250)
H (0.73279, -3.39735, -4.41689)
H (-3.47458, -2.71592, -1.41323)
H (-3.93439, -2.73667, -3.11073)
H (-3.01579, -1.39754, -2.46636)

Output
- multiplicity = 7
- total charge = +1
- calculated total energy (hartree) = -3556.07418
- highest occupied orbital energy (alpha / beta) (Eh) = -0.136 / -0.424
- ΔE to the lowest compared entry with this formula, charge and spin (kcal per mole) = 26.0

Atomic partial charges in e from the Löwdin method, atoms 1 to 4: 0.94, -0.03, -0.05, -0.45

---

[2]
A molecular structure, C21H42N10ORbS4. Source: the Open Molecules 2025 dataset; level of theory: ωB97M-V with the def2-TZVPD basis set.

CARTESIAN COORDINATES (ANGSTROEM)
Rb (-0.01692, 0.40375, -0.65116)
C (-1.75461, -3.49343, 0.91067)
C (-0.28985, -3.40695, 1.33857)
N (0.60825, -2.73426, 0.40191)
C (1.04689, -3.58481, -0.69771)
C (2.10930, -2.88491, -1.53617)
N (1.65603, -1.63934, -2.14557)
C (1.57878, -1.63664, -3.60061)
C (0.32859, -2.32378, -4.15311)
C (-0.92187, -1.45575, -4.27323)
N (-1.52738, -1.01243, -3.01500)
C (-2.16474, -2.11339, -2.29480)
C (-3.14193, -1.63699, -1.22545)
N (-2.51162, -1.22453, 0.03470)
C (-2.60238, -2.23263, 1.09580)
H (-2.21147, -4.26395, 1.53739)
H (-1.83859, -3.86483, -0.11329)
H (0.06027, -4.43008, 1.54386)
H (-0.24042, -2.86214, 2.28588)
H (1.43251, -2.45892, 0.92667)
H (0.18986, -3.83365, -1.32687)
H (1.46244, -4.54079, -0.34008)
H (2.45583, -3.58564, -2.30434)
H (2.97155, -2.68266, -0.89091)
H (2.21605, -0.86034, -1.82775)
H (2.46131, -2.12167, -4.04172)
H (1.59138, -0.59542, -3.93609)
H (0.11510, -3.22246, -3.56738)
H (0.55306, -2.67154, -5.16489)
H (-1.65409, -2.01705, -4.87451)
H (-0.66453, -0.56148, -4.84904)
H (-2.23945, -0.33133, -3.25927)
H (-1.38354, -2.70652, -1.82305)
H (-2.70954, -2.77148, -2.99032)
H (-3.86737, -2.44049, -1.04409)
H (-3.71252, -0.79399, -1.62823)
H (-2.98403, -0.39470, 0.37104)
H (-3.64733, -2.55259, 1.22153)
H (-2.30201, -1.74850, 2.03011)
N (0.76683, 3.18787, 2.70050)
C (-0.39596, 3.50964, 2.06285)
N (-0.77416, 3.02108, 0.92070)
C (-1.95891, 3.61796, 0.51089)
C (-2.48525, 4.52050, 1.36961)
S (-1.45672, 4.71753, 2.73213)
C (-2.53797, 3.30151, -0.80902)
C (-3.74453, 3.72959, -1.24799)
S (-3.98315, 3.28112, -2.88843)
C (-2.40971, 2.55312, -2.87939)
N (-1.78845, 2.59931, -1.74268)
N (-1.92116, 1.91553, -3.99850)
H (1.19187, 2.31514, 2.40794)
H (0.82332, 3.38295, 3.68517)
H (-3.37272, 5.12052, 1.26104)
H (-4.49419, 4.29195, -0.71702)
H (-2.22513, 2.28199, -4.88628)
H (-0.92878, 1.73582, -3.95258)
C (3.38001, 3.86396, -1.10665)
S (2.99904, 2.35389, -0.22677)
C (4.67862, 1.91623, 0.20108)
O (2.55995, 1.36190, -1.26417)
H (3.81528, 4.58700, -0.41805)
H (2.43881, 4.24646, -1.49723)
H (4.06511, 3.62631, -1.92020)
H (5.09835, 2.68201, 0.85248)
H (5.25416, 1.81942, -0.71933)
H (4.63057, 0.96375, 0.72616)
S (1.55272, -0.15543, 2.45455)
C (1.34501, 0.07452, 4.09553)
N (0.28173, -0.30328, 4.82576)
C (0.33748, 0.21559, 6.18934)
C (1.84073, 0.47951, 6.33051)
N (2.21504, 0.69461, 4.93145)
H (-0.56988, -0.58597, 4.37164)
H (-0.03303, -0.50664, 6.91191)
H (-0.24278, 1.13771, 6.27639)
H (2.35956, -0.38955, 6.74108)
H (2.05986, 1.34868, 6.94496)
H (3.17741, 0.77447, 4.64709)

Output
- total charge = +1
- calculated total energy (hartree) = -3064.92794
- highest occupied orbital energy (Eh) = -0.365

Atomic partial charges in e from the Löwdin method, atoms 1 to 4: 0.68, -0.17, -0.23, -0.09

---

[3]
A molecular structure, C21H43BiGeN2O5Se2Te2. Source: the Open Molecules 2025 dataset; level of theory: ωB97M-V with the def2-TZVPD basis set.

CARTESIAN COORDINATES (ANGSTROEM)
Bi (1.13699, 0.14137, -0.50430)
C (-4.14870, 0.12520, -1.89931)
C (-3.26347, 0.29171, -0.65993)
C (-3.56735, -0.84802, 0.30962)
C (-3.56422, 1.63896, -0.00910)
O (-1.87313, 0.23343, -0.99055)
Ge (-1.16790, 0.38404, -2.65114)
O (0.18344, 1.70837, -2.00854)
C (0.15663, 3.02638, -2.60300)
C (0.37035, 2.89209, -4.11342)
C (-1.21023, 3.65388, -2.33104)
C (1.24853, 3.91891, -2.03116)
O (0.56268, -0.96219, -2.28720)
C (1.28795, -1.64769, -3.32056)
C (0.37901, -1.80512, -4.54142)
C (1.66647, -3.03815, -2.80988)
C (2.52793, -0.85964, -3.73059)
H (-5.19891, 0.12273, -1.61231)
H (-3.91766, -0.81675, -2.40157)
H (-3.98166, 0.94335, -2.60428)
H (-4.62667, -0.85183, 0.56681)
H (-2.98432, -0.73309, 1.22230)
H (-3.31544, -1.80050, -0.15866)
H (-4.59607, 1.65575, 0.34269)
H (-3.42968, 2.44431, -0.73264)
H (-2.90005, 1.83363, 0.83465)
H (-0.48119, 2.38968, -4.57695)
H (1.27367, 2.31460, -4.31442)
H (0.48047, 3.87916, -4.56178)
H (-1.99512, 3.00902, -2.73751)
H (-1.27878, 4.62763, -2.81481)
H (-1.37268, 3.76782, -1.25865)
H (2.23349, 3.59801, -2.35942)
H (1.21650, 3.90639, -0.94347)
H (1.09016, 4.94219, -2.37287)
H (-0.56675, -2.26177, -4.24625)
H (0.86876, -2.44293, -5.27601)
H (0.16915, -0.83636, -4.99678)
H (0.76299, -3.62065, -2.62505)
H (2.23401, -2.96881, -1.88346)
H (2.26869, -3.55823, -3.55491)
H (2.24549, 0.14606, -4.04738)
H (3.03069, -1.35372, -4.56166)
H (3.24148, -0.77328, -2.91027)
C (-1.09873, -3.15663, 1.20739)
O (-0.76664, -1.81025, 1.48165)
C (-1.11561, -1.40294, 2.79078)
C (-0.86924, 0.09160, 2.89321)
O (0.48862, 0.44762, 3.09459)
C (0.97768, 0.20218, 4.40540)
H (-2.17661, -3.32163, 1.29786)
H (-0.57941, -3.84187, 1.88797)
H (-0.78202, -3.35689, 0.18515)
H (-0.51631, -1.94900, 3.53357)
H (-2.17216, -1.61905, 2.98965)
H (-1.49202, 0.52025, 3.68685)
H (-1.15626, 0.54868, 1.94378)
H (0.16722, 0.23385, 5.13696)
H (1.69522, 0.98969, 4.64070)
H (1.48708, -0.76421, 4.46397)
Se (3.33828, 1.35715, -0.86793)
Te (3.10792, 1.52773, 1.62153)
Te (1.86315, 3.88033, 2.11966)
Se (-0.47304, 3.53016, 1.68183)
N (4.98800, -4.72022, 1.89253)
C (4.28382, -3.67901, 1.41066)
C (3.11004, -3.22590, 2.03801)
C (2.41184, -2.17980, 1.49109)
N (2.79495, -1.53412, 0.37610)
C (3.93240, -1.94204, -0.20517)
C (4.69203, -2.98408, 0.25768)
H (4.69863, -5.19785, 2.72616)
H (5.83112, -5.02623, 1.44279)
H (2.75672, -3.70149, 2.94362)
H (1.49824, -1.81829, 1.94194)
H (4.25610, -1.38100, -1.07146)
H (5.59532, -3.27207, -0.26289)

Output
- multiplicity = 2
- total charge = +1
- calculated total energy (hartree) = -8941.98262
- highest occupied orbital energy (alpha / beta) (Eh) = -0.393 / -0.392
- ΔE to the lowest compared entry with this formula, charge and spin (kcal per mole) = 21.5

Atomic partial charges in e from the Löwdin method, atoms 1 to 4: 1.46, -0.07, -0.69, -0.02